(1)
C3H5OP in the gas phase, computed with ωB97M-V/def2-TZVPD.

CARTESIAN COORDINATES (ANGSTROEM)
C (0.9884, -0.1612, -0.4353)
C (0.5236, 0.5840, 0.5200)
C (0.0656, 1.2786, 1.5125)
O (-1.4743, -1.0586, -0.8336)
P (-0.0939, -0.9202, -1.7077)
H (2.0500, -0.3039, -0.5832)
H (-0.0772, 2.3453, 1.4516)
H (-0.1744, 0.8163, 2.4563)
H (-2.0950, -0.3386, -0.9708)
H (0.2873, -2.2417, -1.4098)

Summary:
total energy = -14526.5137 eV
HOMO level = -8.82 eV
LUMO level = 0.78 eV

(2)
A 2-piece molecular cluster, C15H13NO4S overall in a non-equilibrium geometry, computed with ωB97M-V/def2-TZVPD.

CARTESIAN COORDINATES (ANGSTROEM)
C (2.6360, -0.0340, -2.7594)
O (1.2890, 0.3740, -2.8164)
C (0.3998, -0.6489, -2.7584)
C (-0.9786, -0.3977, -2.7633)
C (-1.9671, -1.4124, -2.7588)
C (-3.2993, -1.0732, -2.7704)
C (-3.6863, 0.2610, -2.7802)
C (-2.7316, 1.2668, -2.7799)
C (-1.3998, 0.9460, -2.7733)
H (3.2590, 0.8615, -2.7431)
H (2.8114, -0.6079, -1.8492)
H (2.8838, -0.6255, -3.6413)
H (0.7640, -1.6623, -2.7024)
H (-1.6669, -2.4459, -2.7528)
H (-4.0513, -1.8453, -2.7806)
H (-4.7324, 0.5193, -2.7926)
H (-3.0306, 2.3013, -2.7866)
H (-0.6410, 1.7092, -2.7655)
C (0.3396, -0.3725, 5.1507)
C (-0.1148, -0.9052, 3.9637)
C (0.3821, -0.4032, 2.7676)
C (1.3072, 0.6115, 2.7747)
C (1.7647, 1.1465, 3.9538)
C (1.2758, 0.6473, 5.1478)
S (1.6873, 0.9822, 1.0442)
O (1.2395, 2.3981, 0.8924)
O (3.1394, 0.6604, 0.9182)
N (0.6510, -0.1851, 0.4506)
C (0.0174, -0.8534, 1.4095)
O (-0.7904, -1.7600, 1.2533)
H (-0.0332, -0.7512, 6.0898)
H (-0.8457, -1.6970, 3.9416)
H (2.4926, 1.9412, 3.9348)
H (1.6294, 1.0546, 6.0815)

Summary:
total energy = -36277.9104 eV
HOMO level = -8.18 eV
LUMO level = -2.78 eV

(3)
A 2-piece molecular cluster, C36H37BF6O3 overall in a non-equilibrium geometry, computed with ωB97M-V/def2-TZVPD.

CARTESIAN COORDINATES (ANGSTROEM)
C (-2.4642, -3.5672, -0.7861)
O (-1.3269, -3.5399, -1.6731)
C (-0.4226, -2.5343, -1.4961)
C (0.9089, -2.7912, -1.9275)
C (1.9358, -2.0465, -1.4181)
C (1.6923, -0.8935, -0.5971)
C (2.7826, -0.1548, -0.0553)
C (2.6539, 1.2553, 0.2517)
C (3.4776, 2.2633, -0.3207)
C (3.2720, 3.6027, -0.0194)
C (2.2782, 3.9926, 0.8922)
C (1.4680, 3.0174, 1.4947)
C (1.6441, 1.6793, 1.1601)
C (0.3262, -0.5158, -0.4221)
C (-0.7194, -1.3371, -0.8061)
H (-2.9723, -4.4939, -1.0452)
H (-2.1609, -3.5891, 0.2687)
H (-3.1155, -2.7069, -0.9730)
H (1.0850, -3.6448, -2.5861)
H (2.9700, -2.2894, -1.6766)
H (3.7726, -0.5839, -0.1749)
H (4.2455, 1.9639, -1.0357)
H (3.8817, 4.3660, -0.5003)
H (2.1085, 5.0465, 1.1226)
H (0.6880, 3.2791, 2.2107)
H (0.9940, 0.9271, 1.6050)
H (0.0587, 0.4398, 0.0146)
H (-1.7519, -1.0803, -0.5438)
C (4.3116, 1.1046, 6.1557)
C (3.5213, -0.1560, 5.8493)
C (2.5654, -0.4909, 6.9967)
C (2.7577, -0.1179, 4.4336)
C (1.3590, 0.4688, 4.4602)
C (3.6443, 0.5845, 3.4124)
O (2.6329, -1.4881, 4.0878)
B (3.7955, -2.0848, 4.6615)
C (3.3819, -3.4512, 5.4258)
C (3.9801, -3.7254, 6.6526)
C (3.4518, -4.7191, 7.4666)
C (4.0716, -4.9741, 8.8154)
F (3.1690, -4.7698, 9.8272)
F (4.5260, -6.2616, 8.9376)
F (5.1376, -4.1497, 9.0607)
C (2.3506, -5.4731, 7.0742)
C (1.7813, -5.1923, 5.8413)
C (0.5728, -5.9678, 5.3851)
F (0.7667, -6.5260, 4.1476)
F (0.2426, -6.9833, 6.2367)
F (-0.5282, -5.1534, 5.2846)
C (2.2838, -4.1857, 5.0141)
C (4.8855, -2.2440, 3.1063)
C (4.8775, -3.7060, 2.8186)
C (6.1941, -1.6959, 3.5650)
C (6.9365, -0.7603, 2.8155)
C (8.1066, -0.2025, 3.3439)
C (8.5717, -0.5923, 4.6010)
C (7.8853, -1.5829, 5.3235)
C (6.7418, -2.1604, 4.7830)
O (4.4169, -1.2246, 5.6367)
H (3.6514, 1.9797, 6.0780)
H (4.7068, 1.0583, 7.1779)
H (5.1603, 1.2251, 5.4709)
H (1.9708, 0.3886, 7.2704)
H (1.8837, -1.3037, 6.7208)
H (3.1313, -0.8044, 7.8826)
H (1.4047, 1.5623, 4.4407)
H (0.8152, 0.1161, 3.5785)
H (0.8148, 0.1459, 5.3533)
H (3.4775, 1.6654, 3.4458)
H (4.7069, 0.3827, 3.6018)
H (3.4014, 0.2238, 2.4085)
H (4.8313, -3.1632, 7.0160)
H (1.9447, -6.2459, 7.7188)
H (1.7971, -3.9827, 4.0627)
H (4.4008, -1.6373, 2.3301)
H (3.8823, -4.0599, 2.5291)
H (5.5728, -3.9468, 2.0032)
H (5.2009, -4.2508, 3.7186)
H (6.5873, -0.4880, 1.8126)
H (8.6421, 0.5514, 2.7621)
H (9.4679, -0.1304, 5.0311)
H (8.2297, -1.9041, 6.3048)
H (6.2765, -3.0024, 5.3023)

Summary:
total energy = -61055.2284 eV
HOMO level = -6.25 eV
LUMO level = -3.55 eV

(4)
C3H2CoO2 as an isolated structure in a non-equilibrium geometry, computed with ωB97M-V/def2-TZVPD.

CARTESIAN COORDINATES (ANGSTROEM)
O (1.3595, -0.2377, 0.3366)
C (0.3290, -0.9112, -0.1672)
C (-0.8698, -0.2918, -0.2957)
O (-1.0254, 1.0299, 0.1633)
C (-0.0284, 1.6983, 0.7148)
Co (1.7394, 1.5416, -0.5242)
H (0.3044, -1.9899, 0.0364)
H (-1.8087, -0.8392, -0.2639)

Summary:
total energy = -44850.4135 eV
HOMO level (spin up / spin down) = -13.14 / -13.94 eV
charge = +1
spin multiplicity = 5
LUMO level (spin up / spin down) = -6.52 / -7.15 eV

(5)
C49H126BeN9O15 as an isolated structure in a non-equilibrium geometry, computed with ωB97M-V/def2-TZVPD.

CARTESIAN COORDINATES (ANGSTROEM)
Be (1.4798, 1.7365, 5.3055)
C (1.2280, -1.0274, 2.1365)
C (0.9164, 0.4293, 1.8054)
C (-0.5284, 0.6226, 1.3506)
O (1.2275, 1.2323, 2.9104)
H (2.3024, -1.2092, 2.1869)
H (0.8157, -1.7336, 1.4119)
H (0.7625, -1.3152, 3.0807)
H (1.5310, 0.6186, 0.9162)
H (-0.7300, 0.1672, 0.3797)
H (-0.7900, 1.6753, 1.2360)
H (-1.1893, 0.2029, 2.1123)
C (2.2774, 1.1160, -2.6290)
O (2.3058, 2.2935, -3.3700)
C (1.1420, 2.4158, -4.1806)
C (1.0418, 3.7720, -4.8267)
N (2.1137, 3.8796, -5.8556)
C (2.0852, 5.1928, -6.5117)
C (3.2251, 5.2122, -7.5679)
O (4.5026, 5.0694, -6.9612)
C (5.4809, 4.8021, -7.9761)
H (2.1865, 0.2417, -3.2806)
H (1.5206, 1.1258, -1.8390)
H (3.2600, 0.9462, -2.1858)
H (0.2937, 2.2635, -3.5022)
H (1.0468, 1.5622, -4.8574)
H (1.1800, 4.5244, -4.0444)
H (0.0609, 3.9130, -5.2812)
H (2.9635, 3.5924, -5.3899)
H (2.2429, 6.0207, -5.8139)
H (1.1098, 5.3506, -6.9716)
H (3.2082, 6.1425, -8.1436)
H (3.0493, 4.4390, -8.3205)
H (5.4789, 5.5682, -8.7558)
H (5.1867, 3.8576, -8.4364)
H (6.4822, 4.8191, -7.5510)
C (2.6129, -1.7511, 5.4242)
O (1.5343, -0.8411, 5.4500)
C (0.3509, -1.3721, 6.0270)
C (-0.8352, -0.4254, 5.7506)
N (-0.7523, 0.8382, 6.4989)
C (-1.9366, 1.6774, 6.2458)
C (-1.9172, 2.2871, 4.8357)
O (-0.7495, 3.1004, 4.8249)
C (-0.7563, 3.8335, 3.5888)
H (2.6396, -2.3150, 4.4910)
H (2.5256, -2.4321, 6.2738)
H (3.5578, -1.2347, 5.5896)
H (0.4765, -1.4516, 7.1099)
H (0.1632, -2.3508, 5.5828)
H (-1.7251, -1.0142, 5.9873)
H (-0.8660, -0.3233, 4.6651)
H (-0.9209, 0.5888, 7.4678)
H (-1.9358, 2.4825, 6.9803)
H (-2.8409, 1.0861, 6.4069)
H (-2.8734, 2.8160, 4.8544)
H (-1.9819, 1.5710, 4.0162)
H (0.2013, 4.3419, 3.4815)
H (-1.5630, 4.5661, 3.5605)
H (-0.7951, 3.2004, 2.7024)
C (-1.7845, 3.3733, -1.2947)
O (-2.2917, 2.7908, -2.4719)
C (-2.7149, 1.4609, -2.2276)
C (-3.0869, 0.9483, -3.6317)
N (-1.9596, 0.6353, -4.4616)
C (-2.3766, 0.1120, -5.7435)
C (-2.7299, 1.3003, -6.7122)
O (-1.6747, 2.2294, -6.8528)
C (-1.9586, 3.2461, -7.7845)
H (-2.5364, 3.5877, -0.5288)
H (-1.4362, 4.3442, -1.6471)
H (-1.0178, 2.7372, -0.8495)
H (-3.6659, 1.5147, -1.6898)
H (-2.0076, 0.8035, -1.7186)
H (-3.7621, 1.6730, -4.0969)
H (-3.6703, 0.0293, -3.5274)
H (-1.3473, 1.4365, -4.5359)
H (-3.2503, -0.5267, -5.6259)
H (-1.5203, -0.3728, -6.2151)
H (-3.5782, 1.8557, -6.2991)
H (-3.0365, 0.9761, -7.7104)
H (-2.2089, 2.9026, -8.7897)
H (-1.2041, 4.0314, -7.7773)
H (-2.8405, 3.8079, -7.4554)
C (0.4965, -5.9416, -7.6758)
O (-0.2851, -5.1975, -6.8047)
C (-1.6337, -5.5994, -6.7611)
C (-2.4555, -4.8109, -5.7074)
N (-2.2373, -5.1286, -4.3104)
C (-3.1542, -4.4406, -3.4005)
C (-2.6004, -3.0695, -3.1126)
O (-1.2678, -3.2449, -2.5983)
C (-0.4438, -2.1009, -2.6748)
H (0.1920, -5.8100, -8.7166)
H (0.4456, -6.9956, -7.3846)
H (1.5365, -5.6740, -7.4899)
H (-1.7711, -6.6451, -6.4685)
H (-1.9957, -5.4411, -7.7804)
H (-3.5075, -5.0262, -5.9001)
H (-2.2468, -3.7832, -6.0276)
H (-1.3103, -4.8510, -4.0160)
H (-3.1748, -4.9635, -2.4410)
H (-4.2025, -4.4464, -3.6989)
H (-3.1616, -2.4889, -2.3740)
H (-2.5550, -2.4209, -3.9915)
H (0.6209, -2.2631, -2.5135)
H (-0.8039, -1.3384, -1.9773)
H (-0.4762, -1.6001, -3.6462)
C (-3.5677, -1.2693, 3.7601)
O (-4.3307, -0.7471, 4.8116)
C (-5.0465, -1.6012, 5.6559)
C (-5.9234, -0.6987, 6.5099)
N (-6.6300, -1.3588, 7.5772)
C (-7.8300, -2.0495, 7.0673)
C (-8.7856, -2.5518, 8.1052)
O (-9.6554, -1.5599, 8.6611)
C (-9.0577, -0.4998, 9.4014)
H (-3.0206, -0.4772, 3.2479)
H (-4.2174, -1.7189, 3.0049)
H (-2.8086, -2.0082, 4.0302)
H (-4.3550, -2.2583, 6.1952)
H (-5.5733, -2.2867, 4.9831)
H (-6.6197, -0.0997, 5.9205)
H (-5.3394, 0.1244, 6.9325)
H (-6.0565, -2.0875, 7.9842)
H (-7.5315, -2.8235, 6.3544)
H (-8.4033, -1.3237, 6.4863)
H (-8.3570, -3.2200, 8.8562)
H (-9.4720, -3.1638, 7.5169)
H (-8.3837, 0.0472, 8.7431)
H (-8.4502, -0.9903, 10.1683)
H (-9.8162, 0.0674, 9.9360)
C (1.4377, -4.9947, 2.2326)
C (0.3278, -4.5728, 3.2440)
C (-1.1684, -4.7499, 2.8706)
O (-1.6783, -3.6129, 2.1969)
C (-1.5778, -3.6304, 0.7846)
N (0.6526, -5.4017, 4.4001)
H (1.4898, -4.3129, 1.3813)
H (1.3231, -5.9990, 1.8249)
H (2.4309, -4.9728, 2.6831)
H (0.5620, -3.5489, 3.5512)
H (-1.8606, -4.8430, 3.7100)
H (-1.3275, -5.6950, 2.3451)
H (-0.5155, -3.8093, 0.5906)
H (-1.7069, -2.6456, 0.3364)
H (-2.1723, -4.4089, 0.3062)
H (1.6103, -5.2569, 4.6837)
H (0.0072, -5.2610, 5.1659)
C (1.5067, 4.2589, -0.7140)
C (2.5997, 4.6000, 0.3093)
C (2.8424, 6.1291, 0.4255)
O (3.7407, 6.5481, -0.5792)
C (4.2870, 7.8261, -0.3644)
N (1.9076, 4.1856, 1.5431)
H (1.7774, 4.6116, -1.7093)
H (0.5355, 4.6773, -0.4498)
H (1.3266, 3.1822, -0.7150)
H (3.4650, 3.9737, 0.0913)
H (3.4183, 6.2622, 1.3479)
H (1.9394, 6.7422, 0.4101)
H (5.2065, 7.8996, -0.9442)
H (4.6102, 8.0065, 0.6645)
H (3.5353, 8.5520, -0.6802)
H (2.5820, 4.2633, 2.3012)
H (1.8190, 3.1762, 1.4642)
C (2.8561, -4.0261, -3.5524)
C (3.5262, -4.3707, -2.2134)
C (3.3383, -3.2015, -1.1931)
O (4.0978, -2.0579, -1.6014)
C (4.3424, -1.1227, -0.5474)
N (2.8212, -5.5335, -1.6944)
H (1.8287, -3.6789, -3.4484)
H (2.8371, -4.8758, -4.2395)
H (3.4547, -3.3499, -4.1679)
H (4.5830, -4.5274, -2.4269)
H (3.6416, -3.5720, -0.2092)
H (2.2574, -3.1030, -1.0465)
H (5.0831, -0.4161, -0.9209)
H (4.7541, -1.6819, 0.2939)
H (3.4185, -0.5796, -0.3362)
H (1.8228, -5.3947, -1.5905)
H (2.8518, -6.2030, -2.4545)
C (5.5489, -0.1763, 2.7712)
C (5.0953, 1.2789, 3.0512)
C (4.9743, 2.1745, 1.8196)
O (6.2073, 2.3287, 1.1792)
C (6.0161, 2.9231, -0.0961)
N (3.9139, 1.1939, 3.8704)
H (5.7672, -0.7392, 3.6768)
H (6.4094, -0.1864, 2.1017)
H (4.7630, -0.7026, 2.2244)
H (5.9054, 1.7277, 3.6323)
H (4.4654, 3.1258, 2.0057)
H (4.2954, 1.6604, 1.1252)
H (5.8132, 3.9966, -0.0660)
H (5.3095, 2.3296, -0.6775)
H (6.9768, 2.9594, -0.6122)
H (3.1102, 1.0058, 3.2718)
H (3.7803, 2.1575, 4.1767)

Summary:
total energy = -97360.0396 eV
HOMO level = -9.78 eV
charge = +1
LUMO level = -6.62 eV

(6)
C4H9BO in the gas phase in a non-equilibrium geometry, computed with ωB97M-V/def2-TZVPD.

CARTESIAN COORDINATES (ANGSTROEM)
B (0.0287, -0.8222, -0.2022)
C (-0.5415, 1.6016, -0.7249)
C (-1.1217, 1.4205, 0.6458)
C (0.1190, 0.6793, 0.2591)
C (1.4160, -1.7355, 0.2722)
O (-1.1305, -1.1633, -0.6015)
H (-0.9775, 1.3470, -1.5654)
H (0.0509, 2.5041, -0.9738)
H (-1.0614, 2.1886, 1.3553)
H (-1.9810, 0.7458, 0.6821)
H (1.1113, 0.9319, 0.6674)
H (1.7877, -1.1649, 1.0953)
H (2.2567, -1.7359, -0.4249)
H (1.3948, -2.7196, 0.5395)
H (-1.3515, -2.0775, -1.0238)

Summary:
total energy = -7017.2862 eV
HOMO level = -9.54 eV
LUMO level = 0.47 eV

Calculated energy relative to the best compared isomer or geometry (same formula, charge and spin), 11.8 99.6 69.7 26.5 86.6 28.0 kcal/mol (same order as the records).